1.
The following is a quantum chemistry calculation of a 2-piece molecular cluster, C3H11NO2S overall in a non-equilibrium geometry, from the Open Molecules 2025 dataset.

Each line ends with the Löwdin spin population.
Element x y z (Å)
C (1.32, 0.32, -0.81)  0.0422
O (1.46, -0.40, -2.04)  0.0332
C (-0.09, 0.76, -0.58)  0.0250
C (-0.12, 1.70, 0.66)  0.0293
S (-1.56, 1.49, 1.78)  0.2048
N (-0.98, -0.40, -0.43)  0.0313
H (1.67, -0.35, -0.04)  0.0159
H (2.02, 1.16, -0.84)  0.0053
H (1.49, 0.23, -2.77)  0.0062
H (-0.42, 1.35, -1.44)  0.0026
H (-0.13, 2.75, 0.41)  0.0007
H (0.75, 1.44, 1.25)  0.0037
H (-1.79, 0.21, 1.48)  0.0351
H (-0.45, -1.13, 0.07)  0.0272
H (-1.04, -0.83, -1.36)  0.0314
H (-1.22, -2.37, 1.99)  0.1118
H (-0.56, -3.35, 1.06)  0.0993
O (-0.34, -2.59, 1.62)  0.2950

As for the total charge: -1. For the LUMO energy (alpha / beta), the calculation gives 3.1 / 3.1 eV. The calculation puts the HOMO-LUMO gap (alpha / beta) at 0.082 / 0.315 hartree. As for the spin multiplicity: 2. For the total energy, the calculation gives -19708.25976 eV. The value obtained for the relative energy (zero: lowest compared OMol25 entry of this formula, charge and spin) is 51.2 kJ/mol. Its HOMO energy (alpha / beta) is 0.868 / -5.522 eV.



2.
The following is a quantum chemistry calculation of the molecule C7H11I in a non-equilibrium geometry, from the Open Molecules 2025 dataset.

Each line ends with the Löwdin charge.
Element x y z (Å)
C (-0.26, -1.83, -1.32)  -0.0733
C (-0.26, -0.49, -0.65)  -0.3137
C (-0.74, 0.60, -1.25)  -0.0891
C (-0.47, 1.93, -0.55)  -0.1870
C (0.14, 1.48, 0.73)  -0.2483
C (0.58, 0.01, 0.68)  -0.7453
C (0.38, -0.88, 1.82)  -0.1922
I (2.70, -0.15, -0.01)  0.7736
H (0.71, -2.19, -1.26)  0.0105
H (-0.60, -1.70, -2.38)  0.0992
H (-0.79, -2.65, -0.81)  0.0832
H (-1.15, 0.49, -2.27)  0.1174
H (0.09, 2.47, -1.33)  0.1189
H (-1.45, 2.48, -0.55)  0.1270
H (0.88, 2.22, 0.96)  0.1000
H (-0.48, 1.62, 1.56)  0.1030
H (0.48, -2.03, 1.73)  0.1093
H (-0.74, -0.80, 2.14)  0.1187
H (0.97, -0.56, 2.74)  0.0880

For the LUMO energy, the calculation gives 0.5 eV. The calculation puts the HOMO-LUMO gap at 0.342 hartree. For the total energy, the calculation gives -15536.72917 eV. The value obtained for the relative energy (zero: lowest compared OMol25 entry of this formula, charge and spin) is 62.2 kJ/mol. Its HOMO energy is -8.760 eV.



3.
The following is a quantum chemistry calculation of C52H48AlN4O4P2S4Se as an isolated structure, from the Open Molecules 2025 dataset.

Each line ends with the Löwdin charge.
Element x y z (Å)
Al (-0.63, 0.30, -0.41)  -0.4272
O (0.24, 2.36, -3.25)  0.0832
C (0.77, 1.42, -2.72)  -0.6603
O (0.08, 0.54, -2.00)  -0.0875
C (2.25, 1.13, -2.84)  -0.2098
P (3.21, 1.34, -1.25)  1.0997
C (4.81, 1.91, -1.92)  -0.3988
C (5.05, 3.28, -1.89)  -0.1028
C (6.23, 3.80, -2.41)  -0.0791
C (7.19, 2.94, -2.94)  -0.0802
C (6.96, 1.57, -2.96)  -0.0775
C (5.77, 1.06, -2.46)  -0.0917
C (3.59, -0.36, -0.75)  -0.3974
C (2.85, -1.42, -1.09)  -0.0794
C (2.94, -2.72, -0.37)  -0.1684
C (4.15, -2.93, 0.58)  -0.1779
C (4.90, -1.67, 0.89)  -0.0390
C (4.63, -0.51, 0.30)  -0.0899
H (2.68, 1.80, -3.58)  0.0987
H (2.37, 0.10, -3.20)  0.0859
H (4.31, 3.95, -1.46)  0.1010
H (6.41, 4.86, -2.40)  0.1057
H (8.11, 3.34, -3.34)  0.1056
H (7.70, 0.90, -3.37)  0.1050
H (5.59, -0.01, -2.48)  0.1047
H (2.07, -1.33, -1.84)  0.0751
H (2.79, -3.57, -1.03)  0.1587
H (4.85, -3.71, 0.26)  0.1529
H (5.70, -1.73, 1.62)  0.1194
H (5.22, 0.37, 0.55)  0.1108
O (-1.59, -1.13, -1.09)  -0.2991
P (-2.44, -2.24, -1.67)  0.8815
C (-2.98, -3.38, -0.41)  -0.2740
C (-2.66, -4.74, -0.43)  -0.0760
C (-3.09, -5.57, 0.59)  -0.0678
C (-3.83, -5.06, 1.64)  -0.0578
C (-4.15, -3.70, 1.68)  -0.0542
C (-3.73, -2.87, 0.65)  -0.0759
C (-1.51, -3.13, -2.91)  -0.2630
C (-2.08, -4.13, -3.68)  -0.0769
C (-1.32, -4.79, -4.64)  -0.0603
C (0.01, -4.43, -4.83)  -0.0586
C (0.57, -3.41, -4.08)  -0.0545
C (-0.19, -2.76, -3.12)  -0.0517
C (-3.89, -1.52, -2.44)  -0.2639
C (-3.74, -0.29, -3.07)  -0.0645
C (-4.82, 0.27, -3.73)  -0.0633
C (-6.04, -0.40, -3.77)  -0.0583
C (-6.18, -1.63, -3.16)  -0.0613
C (-5.10, -2.20, -2.49)  -0.0662
H (-2.07, -5.14, -1.24)  0.1047
H (-2.85, -6.63, 0.56)  0.1116
H (-4.16, -5.71, 2.44)  0.1124
H (-4.73, -3.30, 2.50)  0.1138
H (-4.00, -1.82, 0.67)  0.0565
H (-3.13, -4.40, -3.55)  0.1152
H (-1.77, -5.57, -5.24)  0.1120
H (0.60, -4.94, -5.58)  0.1120
H (1.60, -3.12, -4.25)  0.1111
H (0.23, -1.93, -2.55)  0.0807
H (-2.79, 0.23, -3.04)  0.1132
H (-4.71, 1.23, -4.22)  0.1133
H (-6.88, 0.04, -4.29)  0.1118
H (-7.13, -2.15, -3.19)  0.1113
H (-5.22, -3.15, -1.99)  0.1111
C (0.51, -1.91, 2.94)  -0.1807
S (1.46, -1.32, 1.54)  1.0808
O (0.40, -0.81, 0.57)  -0.4267
C (1.97, -2.91, 0.85)  -0.4361
C (0.82, -3.83, 0.65)  -0.0731
C (0.92, -5.12, 0.98)  -0.0502
C (2.14, -5.66, 1.60)  -0.0582
C (3.16, -4.89, 1.94)  -0.0326
C (3.19, -3.41, 1.70)  -0.2032
H (-0.15, -2.71, 2.63)  0.0676
H (-0.06, -1.05, 3.30)  0.0295
H (1.21, -2.23, 3.71)  0.0794
H (-0.08, -3.43, 0.18)  0.1023
H (0.10, -5.79, 0.79)  0.1002
H (2.17, -6.73, 1.80)  0.1074
H (4.03, -5.31, 2.43)  0.1208
H (3.35, -2.89, 2.65)  0.1433
C (-3.10, 3.06, -1.52)  -0.0093
N (-3.14, 3.43, -0.11)  -0.1154
C (-3.19, 4.72, 0.36)  -0.0125
C (-3.10, 4.66, 1.71)  -0.0191
N (-2.98, 3.33, 2.04)  -0.1000
C (-2.86, 2.83, 3.40)  -0.0029
C (-2.98, 2.59, 0.92)  -0.6376
Se (-2.85, 0.72, 0.78)  0.8972
H (-3.43, 3.92, -2.10)  0.1047
H (-3.77, 2.22, -1.69)  0.0708
H (-2.09, 2.80, -1.81)  0.0650
H (-3.28, 5.57, -0.30)  0.1338
H (-3.09, 5.43, 2.45)  0.1371
H (-2.12, 3.42, 3.93)  0.0819
H (-2.55, 1.79, 3.37)  0.0540
H (-3.83, 2.91, 3.90)  0.1068
S (0.85, 2.24, 5.76)  0.6056
C (0.58, 2.73, 4.20)  -1.0988
S (0.52, 1.59, 2.89)  0.9711
C (0.24, 2.85, 1.74)  -1.0049
N (0.21, 4.02, 2.28)  0.0316
N (0.39, 3.95, 3.65)  -0.1469
C (0.36, 5.21, 4.33)  -0.2119
C (-0.20, 5.32, 5.60)  -0.0535
C (-0.24, 6.57, 6.21)  -0.0725
C (0.28, 7.69, 5.57)  -0.0821
C (0.82, 7.56, 4.30)  -0.0739
C (0.86, 6.32, 3.68)  -0.0185
S (0.07, 2.57, 0.05)  0.7680
H (-0.60, 4.46, 6.11)  0.0666
H (-0.67, 6.66, 7.20)  0.1081
H (0.25, 8.65, 6.06)  0.1056
H (1.22, 8.42, 3.79)  0.1068
H (1.28, 6.22, 2.69)  0.1097

As for the total charge: +1. For the LUMO energy, the calculation gives -2.0 eV. The calculation puts the HOMO-LUMO gap at 0.274 hartree. For the total energy, the calculation gives -202715.63511 eV. The value obtained for the relative energy (zero: lowest compared OMol25 entry of this formula, charge and spin) is 161.4 kJ/mol. Its HOMO energy is -9.418 eV.



4.
The following is a quantum chemistry calculation of an isolated ion of composition C4H11N6 and charge +1 in a non-equilibrium geometry, from the Open Molecules 2025 dataset.

Each line ends with the Löwdin charge.
Element x y z (Å)
C (1.14, 1.92, -0.33)  -0.0079
N (0.49, 0.99, -0.84)  0.0351
C (0.98, -0.31, -0.64)  -0.3914
N (2.12, -0.38, 0.27)  -0.0630
N (1.53, -0.11, 1.61)  0.0130
N (-0.12, -1.23, -0.29)  -0.0668
N (0.07, -2.54, -0.79)  0.1227
C (-1.26, -0.59, -0.21)  0.0005
N (-2.12, 0.03, 0.23)  0.1696
C (-2.98, 1.07, 0.09)  -0.0582
H (2.13, 1.85, 0.20)  0.1052
H (0.66, 2.96, -0.46)  0.1179
H (1.42, -0.78, -1.56)  0.1710
H (2.60, -1.26, 0.34)  0.1113
H (2.07, -0.76, 2.21)  0.1011
H (1.72, 0.92, 1.73)  0.0693
H (-0.13, -3.24, -0.17)  0.0612
H (-0.54, -2.73, -1.67)  0.1623
H (-3.26, 1.48, 1.02)  0.0890
H (-3.92, 0.70, -0.32)  0.1172
H (-2.59, 2.00, -0.42)  0.1409

As for the total charge: +1. For the LUMO energy, the calculation gives -3.6 eV. The calculation puts the HOMO-LUMO gap at 0.339 hartree. For the total energy, the calculation gives -13255.55679 eV. The value obtained for the relative energy (zero: lowest compared OMol25 entry of this formula, charge and spin) is 474.9 kJ/mol. Its HOMO energy is -12.814 eV.



5.
The following is a quantum chemistry calculation of C5H10O2 as an isolated structure, from the Open Molecules 2025 dataset.

Each line ends with the Löwdin charge.
Element x y z (Å)
C (2.31, -0.47, 0.76)  -0.1025
O (0.93, -0.25, 0.55)  -0.2356
C (0.64, 0.04, -0.82)  -0.2421
C (-0.77, 0.43, -1.16)  -0.0501
C (-1.96, -0.53, -0.17)  -0.0276
C (-1.61, 0.96, -0.08)  -0.4056
O (-1.10, 1.42, 1.14)  -0.0171
H (2.64, -1.38, 0.25)  0.0909
H (2.47, -0.59, 1.84)  0.0920
H (2.91, 0.38, 0.40)  0.0925
H (1.24, 0.91, -1.14)  0.1324
H (0.97, -0.82, -1.43)  0.1237
H (-1.42, -0.80, -1.21)  0.1106
H (-2.98, -0.75, -0.50)  0.1124
H (-1.58, -1.12, 0.66)  0.1154
H (-2.42, 1.63, -0.37)  0.1384
H (-0.27, 0.94, 1.30)  0.0720

For the LUMO energy, the calculation gives 0.9 eV. The calculation puts the HOMO-LUMO gap at 0.335 hartree. For the total energy, the calculation gives -9437.68423 eV. The value obtained for the relative energy (zero: lowest compared OMol25 entry of this formula, charge and spin) is 517.0 kJ/mol. Its HOMO energy is -8.240 eV.



6.
The following is a quantum chemistry calculation of C20H16BF6N3O3PV as an isolated structure, from the Open Molecules 2025 dataset.

Each line ends with the Löwdin spin population.
Element x y z (Å)
V (-0.09, 0.74, 0.18)  1.4977
C (-2.72, -1.52, 2.65)  -0.0276
C (-1.89, -0.49, 1.98)  -0.1853
N (-0.94, -0.74, 1.08)  -0.0379
N (-0.48, -2.03, 0.94)  0.0036
C (0.68, -2.09, 0.45)  -0.0089
O (1.32, -0.86, 0.14)  0.0106
C (1.46, -3.31, 0.25)  -0.0008
C (2.85, -3.30, 0.44)  -0.0013
C (3.56, -4.47, 0.28)  0.0002
C (2.91, -5.64, -0.07)  -0.0015
C (1.53, -5.65, -0.25)  0.0001
C (0.80, -4.48, -0.09)  -0.0015
C (-1.91, 0.90, 2.32)  -0.0507
C (-2.87, 1.50, 3.16)  -0.0353
C (-2.75, 2.82, 3.47)  -0.0304
C (-1.68, 3.57, 2.94)  -0.0470
C (-0.80, 2.95, 2.09)  -0.0236
N (-0.89, 1.64, 1.79)  -0.0709
H (-2.45, -2.52, 2.30)  0.0002
H (-3.78, -1.36, 2.44)  -0.0090
H (-2.59, -1.49, 3.73)  -0.0081
H (3.36, -2.39, 0.74)  -0.0001
H (4.63, -4.47, 0.43)  0.0000
H (3.47, -6.55, -0.20)  -0.0001
H (1.03, -6.57, -0.53)  0.0000
H (-0.27, -4.47, -0.23)  0.0000
H (-3.69, 0.90, 3.54)  -0.0016
H (-3.47, 3.30, 4.12)  -0.0006
H (-1.56, 4.62, 3.17)  -0.0020
H (0.00, 3.49, 1.61)  -0.0005
O (2.98, 0.35, -1.06)  0.0025
B (2.17, -0.74, -1.00)  0.0014
O (2.13, -1.53, -2.10)  -0.0001
C (3.00, -0.88, -2.97)  0.0002
C (3.35, -1.23, -4.26)  0.0000
C (4.24, -0.38, -4.90)  0.0002
C (4.74, 0.76, -4.28)  0.0000
C (4.39, 1.11, -2.98)  0.0002
C (3.51, 0.26, -2.36)  0.0000
H (2.95, -2.11, -4.73)  0.0000
H (4.54, -0.60, -5.92)  0.0000
H (5.43, 1.40, -4.83)  0.0000
H (4.77, 1.99, -2.49)  0.0000
F (-1.49, 1.90, -0.88)  0.0058
P (-0.42, 2.25, -2.17)  0.0005
F (-0.05, 0.57, -1.96)  0.0085
F (-0.75, 3.76, -2.06)  0.0004
F (0.70, 2.39, -0.86)  0.0125
F (-1.52, 1.89, -3.20)  -0.0003
F (0.74, 2.38, -3.19)  0.0004

As for the total charge: +1. For the LUMO energy (alpha / beta), the calculation gives -4.3 / -4.0 eV. The calculation puts the HOMO-LUMO gap (alpha / beta) at 0.271 / 0.229 hartree. As for the spin multiplicity: 2. For the total energy, the calculation gives -83573.84078 eV. Its HOMO energy (alpha / beta) is -11.690 / -10.200 eV.



7.
The following is a quantum chemistry calculation of C35H48ClN3O6SiSn as an isolated structure in a non-equilibrium geometry, from the Open Molecules 2025 dataset.

Each line ends with the Löwdin charge.
Element x y z (Å)
Sn (-0.57, -0.03, 0.13)  1.3001
C (0.99, -5.23, 0.17)  -0.0630
C (-0.02, -4.16, -0.27)  -0.3668
C (-1.46, -4.64, -0.09)  -0.0549
C (0.26, -3.77, -1.71)  -0.1299
C (0.03, -4.69, -2.73)  -0.0566
C (0.27, -4.37, -4.05)  -0.1004
C (0.73, -3.11, -4.37)  -0.0594
C (0.99, -2.17, -3.39)  -0.1330
C (1.46, -0.79, -3.79)  -0.3657
C (0.45, -0.13, -4.73)  -0.0701
C (2.86, -0.84, -4.42)  -0.0649
C (0.78, -2.51, -2.03)  -0.1644
N (1.09, -1.58, -1.03)  -0.0192
C (2.38, -1.32, -0.85)  -0.5436
O (3.35, -1.97, -1.27)  -0.0073
C (2.67, -0.06, -0.07)  -0.1887
C (3.98, 0.23, 0.26)  -0.0047
C (4.27, 1.44, 0.88)  -0.0517
C (3.23, 2.33, 1.11)  -0.0008
C (1.94, 1.97, 0.74)  -0.1759
N (1.68, 0.79, 0.18)  0.0580
C (0.83, 2.98, 0.86)  -0.5245
O (1.16, 4.18, 0.93)  -0.0276
N (-0.39, 2.46, 0.84)  0.0193
C (-1.49, 3.32, 0.67)  -0.1523
C (-1.85, 3.66, -0.65)  -0.1308
C (-2.96, 4.47, -0.89)  -0.0529
C (-3.73, 4.94, 0.15)  -0.1011
C (-3.38, 4.61, 1.45)  -0.0603
C (-2.27, 3.82, 1.74)  -0.1248
C (-1.95, 3.64, 3.21)  -0.3666
C (-1.74, 2.18, 3.62)  -0.0690
C (-0.73, 4.49, 3.60)  -0.0612
C (-1.01, 3.22, -1.83)  -0.3756
C (-1.86, 2.62, -2.96)  -0.0616
C (-0.16, 4.39, -2.33)  -0.0589
H (0.93, -5.39, 1.25)  0.0532
H (0.78, -6.18, -0.33)  0.0710
H (2.01, -4.92, -0.08)  0.0830
H (0.12, -3.27, 0.34)  0.0984
H (-1.69, -5.48, -0.75)  0.0658
H (-1.62, -4.95, 0.94)  0.0653
H (-2.14, -3.82, -0.30)  0.0595
H (-0.34, -5.68, -2.48)  0.0993
H (0.09, -5.11, -4.83)  0.0861
H (0.90, -2.85, -5.41)  0.0991
H (1.52, -0.17, -2.89)  0.1199
H (0.39, -0.65, -5.69)  0.0657
H (-0.54, -0.14, -4.27)  0.0802
H (0.73, 0.91, -4.93)  0.0700
H (2.85, -1.44, -5.33)  0.0674
H (3.20, 0.17, -4.67)  0.0713
H (3.56, -1.29, -3.71)  0.0678
H (4.74, -0.49, 0.00)  0.1110
H (5.29, 1.69, 1.16)  0.0984
H (3.39, 3.31, 1.54)  0.1100
H (-3.23, 4.72, -1.91)  0.1008
H (-4.60, 5.57, -0.04)  0.0862
H (-3.98, 4.99, 2.27)  0.0976
H (-2.81, 4.02, 3.77)  0.1149
H (-0.78, 1.84, 3.25)  0.0429
H (-1.76, 2.08, 4.71)  0.0753
H (-2.51, 1.54, 3.19)  0.0656
H (0.12, 4.24, 2.98)  0.0541
H (-0.95, 5.55, 3.45)  0.0759
H (-0.47, 4.33, 4.65)  0.0686
H (-0.34, 2.44, -1.49)  0.0824
H (-2.45, 3.38, -3.47)  0.0663
H (-1.22, 2.13, -3.69)  0.0546
H (-2.54, 1.87, -2.54)  0.0649
H (-0.80, 5.20, -2.70)  0.0706
H (0.44, 4.78, -1.50)  0.0675
H (0.51, 4.08, -3.13)  0.0695
O (-3.61, 0.41, -0.89)  -0.3988
Cl (-3.79, -0.51, 0.19)  0.5677
O (-3.01, -1.70, -0.05)  -0.4469
O (-5.17, -0.87, 0.30)  -0.3614
O (-3.35, 0.10, 1.42)  -0.4036
C (1.09, -1.61, 4.99)  -0.2109
Si (0.68, -2.06, 3.17)  0.4469
C (-0.51, -3.54, 3.34)  -0.1745
C (2.34, -2.62, 2.42)  -0.1738
C (-0.08, -0.60, 2.32)  -0.4035
H (1.52, -2.44, 5.55)  0.0094
H (0.19, -1.29, 5.52)  0.0153
H (1.80, -0.77, 5.04)  0.0125
H (-0.56, -3.91, 4.37)  0.0160
H (-0.21, -4.37, 2.70)  -0.0120
H (-1.51, -3.24, 3.04)  0.0308
H (2.62, -3.63, 2.73)  0.0229
H (3.14, -1.94, 2.73)  0.0221
H (2.29, -2.60, 1.33)  0.0010
H (0.54, 0.28, 2.58)  -0.0244
H (-1.07, -0.43, 2.77)  -0.0244

As for the total charge: -2. For the LUMO energy, the calculation gives 4.5 eV. The calculation puts the HOMO-LUMO gap at 0.239 hartree. For the total energy, the calculation gives -80059.55583 eV. Its HOMO energy is -1.977 eV.



8.
The following is a quantum chemistry calculation of a 2-piece molecular cluster, C3H10S overall in a non-equilibrium geometry, from the Open Molecules 2025 dataset.

Each line ends with the Löwdin charge.
Element x y z (Å)
C (0.65, -1.25, -0.36)  -0.4086
S (-0.99, -0.41, -0.34)  0.7019
C (-1.59, -1.22, 1.16)  -0.4442
H (1.01, -1.29, 0.66)  0.0311
H (1.34, -0.73, -1.00)  0.0195
H (0.42, -2.26, -0.65)  0.0205
H (-1.13, -2.19, 1.22)  0.0255
H (-1.43, -0.59, 2.03)  0.0294
H (-2.67, -1.31, 1.05)  0.0236
C (2.32, 2.93, -0.09)  -0.0495
H (2.81, 3.80, -0.52)  0.0141
H (1.59, 2.51, -0.79)  0.0103
H (1.85, 3.15, 0.86)  0.0148
H (3.14, 2.23, 0.02)  0.0116

For the LUMO energy, the calculation gives 1.0 eV. The calculation puts the HOMO-LUMO gap at 0.348 hartree. For the total energy, the calculation gives -14108.02574 eV. The value obtained for the relative energy (zero: lowest compared OMol25 entry of this formula, charge and spin) is 30.0 kJ/mol. Its HOMO energy is -8.445 eV.